(1)
This record from the Open Molecules 2025 dataset describes the ion CH3O3S with charge -1. The level of theory is wB97M-V/def2-TZVPD.

Each line ends with the Löwdin charge.
CARTESIAN COORDINATES (ANGSTROEM)
S 0.6141 0.5627 0.3545  0.36
O 1.7553 0.3601 -0.6097  -0.45
O 0.9680 0.1806 1.6950  -0.39
O -0.1682 1.7730 0.1819  -0.41
C -0.5864 -0.6113 -0.3674  -0.17
H -0.2090 -1.6083 -0.4267  0.04
H -0.9717 -0.1556 -1.1544  -0.02
H -1.4021 -0.5014 0.3267  0.04

Results
energy above the lowest of the compared OMol25 structures with the same formula, charge and spin: 18.57 kJ/mol
net charge: -1
E_LUMO: 4.276 eV

***

(2)
This record from the Open Molecules 2025 dataset describes a structure of composition C3H5BrINO. The level of theory is wB97M-V/def2-TZVPD.

Each line ends with the Löwdin charge.
CARTESIAN COORDINATES (ANGSTROEM)
I 3.5395 0.8508 0.0366  0.88
Br 2.0573 -2.2479 0.0979  0.62
O 0.8532 1.5895 0.0132  -0.04
N 1.8591 -0.3182 -0.0491  -0.89
C -1.6831 0.4118 0.0180  -0.10
C -0.5111 -0.4251 -0.0511  -0.27
C 0.6706 0.4101 0.0075  -0.71
H -1.3558 1.5160 -0.0033  0.11
H -0.4594 -1.0231 0.8422  0.10
H -0.4297 -1.2271 -0.8320  0.12
H -2.3288 0.2460 -0.9336  0.12
H -2.2118 0.2172 0.8536  0.03

Results
E_LUMO: -1.040 eV

***

(3)
This record from the Open Molecules 2025 dataset describes a cluster of 2 separate species, C6H14NO in total. The level of theory is wB97M-V/def2-TZVPD.

Each line ends with the Löwdin charge.
CARTESIAN COORDINATES (ANGSTROEM)
O -1.8175 1.8794 0.5157  0.18
N 3.3358 0.5973 -1.2745  0.00
C -1.7689 0.6062 0.2151  -0.27
C 0.3800 -1.5027 0.2452  -0.02
C 1.0739 0.8436 0.3027  0.10
C 0.1621 -0.0299 -0.0955  -0.38
C -0.9557 0.3390 -0.9819  -0.05
C -2.5006 -0.5097 0.8221  0.04
H 1.3388 -1.8641 0.6609  0.11
H -0.6504 1.2628 -1.5160  0.16
H -2.0762 -1.4710 0.6329  0.08
H 3.6130 1.6270 -1.2982  0.06
H -3.6092 -0.4893 0.5190  0.17
H 1.8821 0.6026 0.9981  0.10
H 1.0540 1.8718 0.2628  0.07
H -2.5999 -0.2626 1.8295  0.09
H 4.0946 -0.0238 -1.0310  0.02
H -2.3303 2.0158 1.3537  0.18
H -1.1545 -0.5071 -1.5885  0.14
H 0.2120 -1.9890 -0.6887  0.08
H 3.1767 0.3635 -2.2932  0.05
H -0.4640 -1.7728 0.9407  0.08

Results
energy above the lowest of the compared OMol25 structures with the same formula, charge and spin: 254.47 kJ/mol
net charge: +1
E_LUMO (spin up / spin down): -4.675 / -4.676 eV

***

(4)
This record from the Open Molecules 2025 dataset describes a structure of composition C45H36ClMnN6O3S2. The level of theory is wB97M-V/def2-TZVPD.

Each line ends with the Löwdin charge.
CARTESIAN COORDINATES (ANGSTROEM)
Mn 0.2776 -0.7228 0.1061  0.59
Cl 4.3885 -1.2296 6.0353  0.71
S 0.5456 -2.9919 0.4760  0.95
S 0.5104 -6.7436 -1.2055  0.66
O 0.2754 -0.5877 1.9469  -0.14
O 1.6376 -7.4847 -0.7365  -0.27
O -0.0214 -7.0015 -2.5048  -0.27
N -0.5200 3.4576 0.2925  0.16
N -2.0304 1.7528 0.3530  0.17
N 0.2268 -0.8892 -1.7933  -0.01
N 0.8807 -5.1029 -1.0646  -0.04
N 2.1770 -0.7980 0.1349  -0.06
N 0.2278 1.2655 0.0074  0.07
C -4.7982 1.6188 0.6195  -0.03
C 3.5444 -1.1435 3.4839  -0.04
C -4.5734 -0.8509 0.2326  -0.04
C 1.1923 2.2767 -2.5718  -0.01
C -1.7066 -5.0836 1.5531  -0.02
C 2.5773 -0.9810 2.4788  -0.13
C -3.9687 0.3834 0.3765  -0.21
C -0.8155 -5.4312 0.5518  -0.23
C -0.3055 5.8718 1.7386  -0.03
C -1.6025 -7.7110 0.5326  -0.02
C 4.2252 -0.9103 -2.9874  -0.03
C -1.2909 5.7244 0.6128  -0.21
C -2.5683 0.4555 0.2791  -0.18
C 0.1920 -4.5807 -0.1223  -0.67
C 1.5169 1.9048 -0.0812  -0.26
C -0.7618 2.1238 0.1976  -0.32
C -3.8036 -1.9775 -0.0072  -0.07
C -1.4084 4.5094 -0.0674  -0.19
C 0.8498 -1.0192 -4.5056  0.03
C 1.8914 -0.9790 -3.5560  -0.14
C 3.4990 2.7017 1.0399  -0.06
C 2.0123 2.3536 -1.3119  -0.21
C -2.4253 -1.8702 -0.0748  -0.15
C 2.9809 -1.0361 1.1177  -0.05
C -3.1133 5.4277 -1.4936  -0.07
C 1.2116 -0.7463 2.8247  -0.32
C 2.2317 2.1504 1.0917  -0.03
C 3.2463 -0.9735 -3.9394  -0.01
C -3.0013 6.6410 -0.8334  -0.07
C -2.4964 -7.3660 1.5430  -0.05
C -0.7776 -6.7225 0.0478  -0.20
C 1.5377 -0.9197 -2.1830  -0.14
C -1.7425 -0.6529 0.0886  -0.14
C -2.0973 6.7814 0.2082  -0.03
C -2.3120 4.3628 -1.1163  -0.04
C 0.8918 -0.6816 4.2016  0.03
C 4.0316 3.0778 -0.1861  -0.06
C -0.4505 -1.0079 -4.0807  0.00
C 3.2784 2.9344 -1.3389  -0.03
C 2.5690 -0.8630 -1.2070  -0.19
C -2.5539 -6.0701 2.0418  -0.05
C -0.7188 -0.9416 -2.7113  -0.05
C 1.8544 -0.8240 5.1631  -0.07
C 3.1935 -1.0545 4.8049  -0.66
C 3.8832 -0.8494 -1.6320  0.02
H 4.5730 -1.3252 3.1978  0.12
H 5.0231 3.5078 -0.2438  0.11
H 0.7706 3.2582 -2.8037  0.10
H 0.7239 5.8505 1.3677  0.09
H -3.6174 7.4786 -1.1315  0.11
H 4.0661 2.8406 1.9515  0.11
H -1.7375 -0.9220 -2.3508  0.12
H 4.0146 -1.3127 0.9296  0.14
H -4.6991 2.3394 -0.1977  0.08
H 1.8077 1.9802 -3.4210  0.09
H -4.2740 -2.9431 -0.1462  0.11
H 3.4947 -1.0142 -4.9920  0.13
H -2.3642 3.4229 -1.6528  0.12
H -5.6515 -0.9361 0.2903  0.12
H 1.7892 1.8779 2.0406  0.12
H -1.2739 -1.0418 -4.7785  0.12
H -1.8739 -2.7758 -0.2822  0.05
H 3.6696 3.2962 -2.2826  0.12
H 4.6808 -0.7656 -0.9080  0.12
H -0.1436 -0.5114 4.4669  0.13
H 0.3651 1.5777 -2.4680  0.06
H -3.1528 -8.1240 1.9490  0.11
H 1.0928 -1.0509 -5.5601  0.13
H 1.5948 -0.7611 6.2113  0.12
H -0.4489 6.8204 2.2512  0.08
H -1.5606 -8.7203 0.1459  0.13
H 5.2697 -0.9069 -3.2667  0.12
H -0.4149 5.0634 2.4632  0.09
H -3.2640 -5.8302 2.8219  0.11
H -4.5159 2.1138 1.5535  0.09
H -2.0148 7.7310 0.7218  0.12
H -1.7289 -4.0713 1.9362  0.11
H -3.8095 5.3108 -2.3132  0.11
H -5.8493 1.3528 0.6996  0.08
H 0.4496 3.7207 0.3816  0.13
H -2.6848 2.4939 0.5486  0.12

Results
energy above the lowest of the compared OMol25 structures with the same formula, charge and spin: 64.97 kJ/mol
net charge: +1
spin multiplicity: 2
E_LUMO (spin up / spin down): -5.112 / -5.462 eV
<S²>: 0.839

***

(5)
This record from the Open Molecules 2025 dataset describes a structure of composition C33H49ClHfO2P4. The level of theory is wB97M-V/def2-TZVPD.

Each line ends with the Löwdin charge.
CARTESIAN COORDINATES (ANGSTROEM)
Hf 1.1818 -0.9461 2.3845  1.04
Cl 2.2085 -2.9889 1.7302  0.11
P 3.4000 0.5700 1.3884  0.82
P -1.6027 3.2696 2.2349  0.88
P -0.8302 -0.7832 -3.8823  1.08
P -1.0611 -2.2988 2.5804  0.71
O 2.0884 -0.7126 4.0614  -0.49
O -0.1925 2.4531 -0.4270  -0.05
C -0.6628 1.7412 1.8545  -0.34
C 1.6893 1.3427 -5.9706  -0.06
C -2.0609 -0.1267 -2.7699  -0.39
C 2.3730 2.1871 -5.0794  -0.06
C 3.2096 2.0748 2.3694  -0.21
C -1.8228 -3.4177 1.3838  -0.22
C 0.6788 -3.2033 -3.4316  -0.09
C -4.4608 0.8218 -1.7163  -0.10
C -3.2191 3.0691 1.5142  -0.15
C -0.5639 -2.5364 -3.6882  -0.38
C -0.7669 4.6783 1.5352  -0.16
C 0.8661 0.3362 -5.5025  -0.10
C 2.5586 -1.1610 5.3165  -0.16
C -3.6843 1.6504 -2.5378  -0.08
C 0.3971 0.1743 0.4261  -0.13
C 0.0190 1.0128 2.7796  -0.14
C 4.7712 -0.3707 2.1270  -0.21
C 2.2102 1.9928 -3.7070  -0.09
C -2.7756 -0.9056 -1.8200  -0.11
C 1.6519 -0.2127 0.4239  -0.42
C -1.6314 -3.3004 -4.2405  -0.12
C 3.9744 1.0860 -0.2378  -0.19
C -3.9825 -0.4221 -1.3188  -0.11
C 0.5842 0.2245 -4.1129  -0.39
C -1.3656 -4.5297 -4.8357  -0.07
C -0.1019 -5.1178 -4.7152  -0.07
C 1.3231 1.0340 -3.2085  -0.10
C -2.4470 1.2069 -3.0033  -0.12
C -0.5665 1.2900 0.3758  -0.36
C -1.6696 3.3817 4.0062  -0.17
C -2.4184 -1.3286 3.2661  -0.26
C 0.8829 -4.4808 -3.9585  -0.09
C -0.5094 -3.3957 3.9352  -0.27
H -0.6787 4.5445 0.4553  0.06
H -2.3294 -4.2418 1.9011  0.07
H 3.0233 -0.2971 5.8542  0.09
H -1.5553 0.9537 -0.0149  0.13
H -1.7879 1.8549 -3.5816  0.11
H -2.3049 2.5964 4.4283  0.08
H 3.7601 0.2945 -0.9629  0.06
H -4.0247 2.6303 -2.8390  0.11
H 0.3728 -0.3418 -6.1965  0.11
H -2.8521 -0.7130 2.4678  0.04
H 1.4602 -2.7270 -2.8112  0.10
H 3.4352 1.9957 -0.5261  0.07
H -3.6771 2.1405 1.8709  0.07
H 0.0605 1.3662 3.8241  0.04
H -2.6303 -2.8679 -4.2531  0.10
H -1.2779 -4.1547 4.1127  0.06
H -2.1587 -4.9822 -5.4193  0.11
H 0.4292 -3.8919 3.6561  0.02
H -3.1391 3.0358 0.4235  0.07
H 4.6531 -0.4277 3.2225  0.06
H -5.4494 1.1639 -1.4131  0.11
H 2.0567 -0.9552 -0.2728  0.08
H -4.5546 -1.0254 -0.6252  0.10
H -2.5610 -2.8880 0.7710  0.04
H 4.1798 2.6004 2.3245  0.08
H 4.8107 -1.3891 1.7083  0.05
H -2.0240 -0.6619 4.0418  0.04
H 2.4120 2.6959 1.9347  0.05
H -0.6767 3.3055 4.4600  0.07
H -1.3831 5.5472 1.7829  0.08
H -2.0992 4.3614 4.2382  0.08
H -0.3434 -2.8145 4.8514  0.05
H 2.9552 1.8232 3.4119  0.05
H 2.7823 2.6103 -3.0242  0.09
H 1.2774 0.8991 -2.1187  0.07
H 0.0924 -6.0608 -5.2216  0.11
H 1.8282 -4.9928 -3.7863  0.11
H -1.0520 -3.8394 0.7276  0.06
H 5.0532 1.2672 -0.1697  0.07
H 1.7475 -1.5383 5.9577  0.08
H 3.0120 2.9793 -5.4868  0.12
H 3.3513 -1.9418 5.3193  0.10
H -3.7957 3.9397 1.8395  0.08
H 1.7501 1.4663 -7.0476  0.11
H 0.2344 4.7825 1.9621  0.08
H -2.3737 -1.8738 -1.4838  0.10
H 5.6906 0.1854 1.8695  0.07
H -0.1832 2.2077 -1.3851  0.09
H -3.1884 -1.9804 3.6929  0.07

Results
net charge: +2
E_LUMO: -6.729 eV

***

| no. | calculated total energy (Ha) |
| --- | --- |
| 1 | -663.86428 |
| 2 | -3118.93488 |
| 3 | -366.67031 |
| 4 | -4698.00651 |
| 5 | -3310.35147 |